Entry i
16
Properties=species:S:1:pos:R:3 method="wB97M-V/def2-TZVPD" lumo_ev=0.915 orbital_gap_ev=10.406 e_homo_ha=-0.349
C 1.22 -1.10 -0.97
C 0.23 -0.77 0.72
C 1.16 0.13 -0.08
C -0.80 1.20 -0.76
C -0.39 -0.74 1.88
C -1.67 1.84 -0.01
O 0.23 -1.77 -0.25
N 1.97 -1.48 -1.88
O 0.56 1.31 -0.56
H 1.83 -2.42 -2.23
H 2.11 0.42 0.37
H -1.10 0.55 -1.58
H -0.27 0.11 2.53
H -1.01 -1.55 2.21
H -1.34 2.47 0.80
H -2.72 1.79 -0.20



Entry ii
16
Properties=species:S:1:pos:R:3 method="wB97M-V/def2-TZVPD" lumo_ev=0.160 orbital_gap_ev=9.701 e_homo_ha=-0.351
C 1.93 -0.43 -0.21
C 0.76 -0.35 0.49
C 0.22 1.12 0.46
C -0.96 1.11 -0.28
C -2.07 0.29 -0.58
C -0.42 -1.39 0.20
H 2.83 -1.12 0.22
H 1.91 -0.93 -1.31
H 2.47 0.82 -0.34
H 1.29 -0.53 1.57
H 0.75 2.10 0.86
H -1.38 2.13 -0.39
H -2.67 1.03 -1.45
N -2.58 -0.55 0.24
O -1.59 -0.99 1.07
O -0.49 -2.28 -0.55



Tell me which of them is the most stable. Sure, it is entry i.



Entry i
16
Properties=species:S:1:pos:R:3 method="wB97M-V/def2-TZVPD" lumo_ev=0.844 orbital_gap_ev=9.809 smiles="CC(=O)Nc1ccco1" e_homo_ha=-0.329
C -1.81 1.16 0.60
C -2.02 -0.21 -0.22
O -3.11 -0.58 -0.40
N -0.98 -0.86 -0.60
C 0.38 -0.57 -0.36
C 1.39 -1.13 0.43
C 2.59 -0.33 0.24
C 2.21 0.72 -0.52
O 0.82 0.58 -0.86
H -1.29 0.89 1.21
H -2.82 1.40 1.00
H -1.54 1.93 -0.04
H -1.17 -1.74 -1.00
H 1.29 -2.16 1.11
H 3.44 -0.51 0.63
H 2.63 1.41 -1.21



Entry ii
16
Properties=species:S:1:pos:R:3 method="wB97M-V/def2-TZVPD" lumo_ev=0.737 orbital_gap_ev=10.587 smiles="O=C1CC(=O)N2C[C@@H]2C1" e_homo_ha=-0.362
O -1.05 -2.44 0.83
C -0.58 -1.39 0.49
C -0.18 -1.09 -0.95
C 0.52 0.23 -1.13
O 1.50 0.42 -1.84
N -0.16 1.31 -0.49
C 0.54 2.07 0.57
C -0.55 1.13 0.89
C -0.23 -0.23 1.45
H 0.42 -1.92 -1.40
H -1.04 -1.09 -1.62
H 0.47 3.13 0.50
H 1.60 1.81 0.75
H -1.46 1.56 1.22
H 0.90 -0.44 1.51
H -0.56 -0.33 2.53



Tell me which of them is the most stable. Sure, it is entry ii.



Entry i
16
Properties=species:S:1:pos:R:3 method="wB97M-V/def2-TZVPD" lumo_ev=-0.022 orbital_gap_ev=9.887 smiles="CCC(=O)C#N.C=C=O" e_homo_ha=-0.364
C -1.18 1.20 -0.76
C -1.05 0.21 0.38
C 0.01 0.67 1.43
O 0.53 1.75 1.44
C 0.09 -0.28 2.53
N 0.13 -1.06 3.36
H -1.98 0.91 -1.44
H -1.39 2.20 -0.38
H -0.24 1.27 -1.32
H -1.98 0.16 0.95
H -0.87 -0.81 0.05
C 1.46 -1.38 -1.74
C 1.67 -1.04 -0.51
O 2.01 -0.73 0.56
H 2.09 -1.00 -2.53
H 0.69 -2.07 -2.01



Entry ii
16
Properties=species:S:1:pos:R:3 method="wB97M-V/def2-TZVPD" lumo_ev=0.082 orbital_gap_ev=10.619 smiles="C#CCC(=O)CC#N.O" e_homo_ha=-0.387
C -1.30 3.91 0.16
C -0.94 2.84 -0.26
C -0.62 1.49 -0.73
C 0.58 0.86 -0.05
O 1.29 1.44 0.74
C 0.80 -0.61 -0.43
C 1.98 -1.20 0.21
N 2.91 -1.71 0.67
H -1.73 4.86 0.42
H -0.44 1.49 -1.81
H -1.49 0.83 -0.58
H -0.10 -1.18 -0.15
H 0.88 -0.69 -1.52
O -0.75 -4.46 1.15
H -0.96 -3.73 1.74
H -0.11 -4.14 0.43



Tell me which of them is the most stable. Sure, it is entry i.



Entry i
16
Properties=species:S:1:pos:R:3 method="wB97M-V/def2-TZVPD" lumo_ev=3.477 orbital_gap_ev=6.035 total_charge=-1 e_homo_ha=-0.094
O -1.49 2.73 -1.00
C -0.40 2.50 -0.56
O 0.62 2.77 -1.52
C -0.01 -0.87 -0.44
C 0.53 -0.52 0.91
C 0.45 -1.74 1.82
O 1.07 -2.92 1.35
N -1.04 -1.59 -0.67
H 0.69 3.25 -2.31
H 0.54 -0.51 -1.30
H 1.69 -0.63 0.93
H 0.02 0.54 1.05
H -0.64 -2.07 2.05
H 0.85 -1.44 2.75
H 0.79 -2.98 0.40
H -1.59 -1.93 0.18



Entry ii
16
Properties=species:S:1:pos:R:3 method="wB97M-V/def2-TZVPD" lumo_ev=3.907 orbital_gap_ev=8.387 total_charge=-1 e_homo_ha=-0.165
C 0.00 -1.46 -1.06
C -1.49 -1.65 -0.99
O -2.08 -2.56 -1.70
N -2.28 -0.77 -0.23
H -3.16 -1.05 0.12
H -1.81 -0.07 0.39
H 0.54 -1.95 -1.93
H 0.39 -1.79 -0.05
H 0.24 -0.29 -0.82
C 2.06 1.70 0.71
C 0.52 1.66 1.13
O 0.04 0.54 1.07
O 0.06 2.72 1.63
H 1.91 1.42 -0.40
H 2.58 0.93 1.28
H 2.48 2.63 0.85



Tell me which of them is the most stable. Sure, it is entry ii.



Entry i
16
Properties=species:S:1:pos:R:3 method="wB97M-V/def2-TZVPD" lumo_ev=4.090 orbital_gap_ev=8.877 total_charge=-1 e_homo_ha=-0.176
C 0.29 -2.48 -1.89
C 0.47 -1.09 -1.33
O 0.34 -0.08 -2.04
O 0.69 -1.02 -0.05
H -0.78 -2.61 -2.05
H 0.65 -3.19 -1.13
H 0.75 -2.46 -2.87
C -0.43 2.12 0.35
C -0.28 1.61 1.80
O -0.36 2.48 2.68
N -0.11 0.31 2.08
H 0.09 0.07 3.03
H 0.10 -0.36 1.21
H -0.97 3.06 0.45
H -1.03 1.40 -0.22
H 0.57 2.25 -0.03



Entry ii
16
Properties=species:S:1:pos:R:3 method="wB97M-V/def2-TZVPD" lumo_ev=3.456 orbital_gap_ev=7.779 total_charge=-1 e_homo_ha=-0.159
C 2.74 0.34 -0.34
C 2.00 -0.98 -0.28
O 2.55 -1.97 0.16
N 0.74 -0.93 -0.75
H 3.75 0.23 0.01
H 2.26 1.17 0.17
H -0.06 -1.50 -0.50
H 0.47 -0.13 -1.29
H 2.80 0.68 -1.38
C -2.23 0.67 1.15
C -2.80 0.11 -0.17
O -3.93 0.52 -0.51
O -2.09 -0.75 -0.75
H -1.64 1.57 0.97
H -1.59 -0.06 1.63
H -2.98 1.01 1.87



Tell me which of them is the most stable. Sure, it is entry i.



Entry i
15
Properties=species:S:1:pos:R:3 method="wB97M-V/def2-TZVPD" spin_multiplicity=2 lumo_ev="-3.494 / -9.395" orbital_gap_ev="10.157 / 3.875" total_charge=+1 e_homo_ha="-0.502 / -0.488" s_squared=0.755
C -2.21 -0.81 -0.20
N -2.38 0.40 0.12
H -1.68 -1.23 -1.07
H -2.87 -1.60 0.19
H -3.30 0.48 0.55
C 1.14 0.65 1.16
C 1.81 -0.22 0.13
N 1.29 -0.03 -1.20
H 0.93 1.61 0.67
H 1.73 0.81 2.06
H 0.23 0.25 1.60
H 1.94 -1.27 0.41
H 2.90 0.04 0.17
H 1.91 -0.46 -1.90
H 1.41 0.95 -1.49



Entry ii
15
Properties=species:S:1:pos:R:3 method="wB97M-V/def2-TZVPD" spin_multiplicity=2 lumo_ev="-4.833 / -9.197" orbital_gap_ev="8.795 / 4.430" total_charge=+1 e_homo_ha="-0.501 / -0.501" s_squared=0.778
C 0.46 -3.02 -1.27
C 1.41 -2.36 -2.37
H 0.98 -3.05 -0.32
H -0.50 -2.56 -1.03
H 0.18 -3.98 -1.74
H 2.22 -1.81 -1.89
H 0.87 -1.65 -2.99
H 1.73 -3.19 -2.99
N -1.87 3.34 2.63
C -0.89 2.72 1.94
N 0.04 3.53 1.51
H -1.79 4.36 2.67
H -2.59 2.97 3.24
H -0.87 1.64 1.78
H 0.64 3.08 0.82



Entry iii
15
Properties=species:S:1:pos:R:3 method="wB97M-V/def2-TZVPD" spin_multiplicity=2 lumo_ev="-3.449 / -8.856" orbital_gap_ev="10.386 / 4.631" total_charge=+1 e_homo_ha="-0.508 / -0.496" s_squared=0.756
N 0.05 1.50 -1.85
C -0.53 0.42 -1.13
C 0.28 0.12 0.14
C -0.43 -0.73 1.13
N 0.67 -1.08 2.19
H -0.60 2.22 -2.19
H 0.40 1.23 -2.74
H -1.65 0.34 -0.96
H -0.36 -0.63 -1.63
H 0.35 1.11 0.58
H 1.34 0.03 -0.13
H -1.22 -0.25 1.66
H -0.81 -1.68 0.67
H 1.58 -0.52 1.97
H 0.94 -2.08 2.29



Tell me which of them is the most stable. Sure, it is entry ii.